Record 1
{"formula": "C4H10N2", "method": "ωB97M-V with the def2-TZVPD basis set", "orbital_gap_ha": [0.093, 0.303], "total_charge": -1, "max_force_ev_per_a": 1.56, "relative_energy_kcal_mol": 18.9, "spin_multiplicity": 2, "symbols": ["C", "C", "C", "C", "N", "N", "H", "H", "H", "H", "H", "H", "H", "H", "H", "H"], "coordinates": [[-1.2467, 0.8942, -0.5372], [-0.9419, -0.5653, -0.8387], [0.4324, -1.0135, -0.4716], [1.3530, -0.2784, 0.1533], [2.5326, -0.7929, 0.7121], [-1.2842, 1.1460, 0.9231], [-0.4570, 1.4934, -1.0020], [-2.2050, 1.3099, -0.8704], [-1.1456, -0.7086, -1.9047], [-1.6601, -1.1864, -0.2896], [0.9024, -1.9435, -0.7987], [1.3388, 0.7831, 0.3816], [2.6118, -1.7127, 1.0931], [3.2593, -0.1363, 0.9341], [-1.4399, 2.1049, 1.2117], [-2.0499, 0.6062, 1.3039]], "forces_ev_per_angstrom": [[0.0, 1.1, 1.1], [-0.6, 0.2, -0.1], [1.2, 0.5, -0.1], [0.7, 0.2, 1.0], [0.3, 0.2, -0.6], [0.8, -0.8, 0.3], [-0.1, 0.1, 0.1], [0.0, -0.7, -1.0], [0.0, -0.2, -0.1], [-0.1, -0.1, -0.2], [-0.9, -0.4, 0.1], [-0.8, -0.1, -0.2], [-0.1, -0.1, -0.1], [-0.1, -0.1, 0.1], [-0.1, 0.3, -0.5], [-0.2, 0.0, 0.1]]}

=====

Record 2
{"formula": "C4H10N2", "method": "ωB97M-V with the def2-TZVPD basis set", "orbital_gap_ha": 0.352, "total_charge": 0, "max_force_ev_per_a": 5.20, "relative_energy_kcal_mol": 77.6, "spin_multiplicity": 1, "symbols": ["C", "N", "N", "C", "C", "C", "H", "H", "H", "H", "H", "H", "H", "H", "H", "H"], "coordinates": [[0.0552, -1.7476, -1.3243], [0.5737, -1.1134, -0.3437], [1.0200, 0.1512, -0.3925], [1.8267, 0.5326, 0.7410], [-0.5307, 0.7802, -0.2615], [-1.6664, 0.3386, 0.6453], [-0.3661, -1.3285, -2.2382], [-0.1249, -2.8068, -1.2140], [1.2943, 0.4716, 1.6997], [2.6744, -0.1571, 0.7956], [2.1911, 1.5580, 0.5965], [-0.8350, 0.8082, -1.3100], [-0.2268, 1.7820, 0.0318], [-2.4946, 1.0410, 0.5188], [-2.0292, -0.6488, 0.3651], [-1.3618, 0.3388, 1.6902]], "forces_ev_per_angstrom": [[-0.3, 0.8, 0.6], [1.8, -4.4, 0.0], [-4.8, 2.0, -0.6], [0.1, -0.3, 0.7], [2.4, 2.2, -0.9], [0.8, -0.8, 0.0], [0.5, 0.4, -0.2], [-0.1, -0.1, 0.4], [0.0, 0.0, 0.0], [0.0, 0.2, -0.1], [-0.1, -0.3, -0.1], [0.0, 0.0, 0.2], [-0.4, 0.4, -0.2], [0.2, 0.1, -0.1], [0.0, -0.1, 0.2], [-0.1, -0.1, 0.1]]}

=====

Record 3
{"formula": "C4H10N2", "method": "ωB97M-V with the def2-TZVPD basis set", "orbital_gap_ha": 0.343, "total_charge": 0, "max_force_ev_per_a": 1.11, "relative_energy_kcal_mol": 61.5, "spin_multiplicity": 1, "symbols": ["C", "C", "N", "H", "H", "H", "H", "H", "C", "N", "C", "H", "H", "H", "H", "H"], "coordinates": [[4.4855, 1.3570, 0.0366], [3.9351, 0.4584, -0.7801], [3.8944, 0.6151, -2.1558], [5.0705, 2.1122, -0.4792], [4.6178, 1.2310, 1.0971], [3.4698, -0.4644, -0.4525], [4.6300, 1.1386, -2.6052], [3.6821, -0.1844, -2.7276], [-4.9302, -1.4053, 0.0923], [-4.8117, -0.3200, 0.7185], [-3.7797, -0.2593, 1.7472], [-5.2532, -1.4487, -0.9447], [-4.7025, -2.3930, 0.5173], [-4.0279, -0.0679, 2.7920], [-3.0476, -1.0465, 1.5669], [-3.2325, 0.6773, 1.5772]], "forces_ev_per_angstrom": [[0.6, -0.4, -0.6], [0.1, -0.1, 0.1], [0.0, -0.1, -0.8], [-0.2, 0.4, 0.4], [-0.3, -0.1, 0.1], [-0.2, 0.2, 0.2], [0.0, 0.3, 0.3], [-0.2, -0.2, 0.3], [-0.1, -0.5, 0.2], [0.6, 0.5, -0.6], [0.5, 0.8, 0.0], [-0.9, 0.3, 0.2], [0.7, 0.1, 0.0], [-0.7, -0.8, 0.0], [-0.1, -0.3, 0.7], [0.0, -0.1, -0.5]]}

=====

Record 4
{"formula": "C4H10N2", "method": "ωB97M-V with the def2-TZVPD basis set", "orbital_gap_ha": 0.306, "total_charge": 0, "max_force_ev_per_a": 5.19, "relative_energy_kcal_mol": 109.3, "spin_multiplicity": 1, "symbols": ["H", "N", "C", "N", "C", "C", "C", "H", "H", "H", "H", "H", "H", "H", "H", "H"], "coordinates": [[-3.5419, 1.3639, 0.9965], [-2.6278, 1.5627, 1.2798], [-2.0869, 0.3554, 1.3731], [-1.3981, -0.3070, 0.2855], [0.0448, 0.1680, 0.2481], [0.9724, 0.1934, -0.9889], [2.2956, -0.6939, -1.0839], [-2.1219, -0.1611, 2.3950], [-1.2374, -1.2847, 0.0770], [0.0912, 1.0877, 0.8150], [0.5067, -0.4387, 1.0652], [1.0942, 1.2252, -1.2677], [0.3657, -0.0977, -1.9117], [2.9092, -0.8717, -0.0714], [2.8674, -0.3916, -1.8840], [1.8669, -1.7099, -1.3275]], "forces_ev_per_angstrom": [[-2.2, 0.8, -1.2], [3.3, -3.8, 1.0], [-0.8, 1.4, 0.1], [1.3, 1.7, -1.0], [0.9, -0.5, 2.4], [-1.3, -0.7, -1.9], [-2.7, -1.9, 4.0], [0.3, 0.0, -1.2], [-1.3, -0.5, 1.4], [-0.2, 0.9, -0.6], [0.3, -0.3, -0.8], [0.8, 0.6, 0.3], [0.5, -0.1, 1.2], [-1.3, 0.9, -2.3], [1.5, 0.8, -1.5], [0.8, 0.8, 0.2]]}

=====

Record 5
{"formula": "C4H10N2", "method": "ωB97M-V with the def2-TZVPD basis set", "orbital_gap_ha": 0.324, "total_charge": 0, "max_force_ev_per_a": 3.03, "relative_energy_kcal_mol": 45.9, "spin_multiplicity": 1, "symbols": ["C", "C", "N", "C", "C", "N", "H", "H", "H", "H", "H", "H", "H", "H", "H", "H"], "coordinates": [[-0.1984, 2.1070, -0.1062], [-0.2906, 0.7829, -0.3907], [-0.1614, 0.3102, -1.7184], [-0.7803, -0.1322, 0.6965], [0.0799, -1.4490, 0.6644], [1.4585, -1.1676, 0.3471], [0.4555, 2.7700, -0.6727], [-0.7087, 2.6516, 0.6840], [-0.5983, -0.5963, -1.6518], [-0.3487, 1.0382, -2.3805], [-1.8502, -0.3027, 0.5157], [-0.5655, 0.2160, 1.7021], [-0.3707, -2.2182, 0.0300], [0.0278, -1.8693, 1.6932], [1.7624, -0.2140, 0.3766], [2.0887, -1.9266, 0.2109]], "forces_ev_per_angstrom": [[0.9, 0.2, -0.3], [-0.9, 2.8, 0.1], [0.8, -0.4, 2.9], [0.8, -1.5, -0.9], [-0.4, -0.2, 1.1], [-0.8, 0.0, -0.1], [-0.6, -0.1, -0.7], [0.5, -0.8, 0.6], [0.0, 0.0, -1.6], [-0.5, -0.6, -0.4], [0.2, -0.4, 0.5], [-0.4, 0.9, -0.2], [0.2, 0.1, -0.4], [-0.3, 0.0, -0.4], [0.3, -0.2, 0.0], [0.3, 0.1, 0.0]]}

=====

Record 6
{"formula": "C4H10N2", "method": "ωB97M-V with the def2-TZVPD basis set", "orbital_gap_ha": 0.383, "total_charge": 0, "max_force_ev_per_a": 3.08, "relative_energy_kcal_mol": 48.9, "spin_multiplicity": 1, "symbols": ["N", "C", "C", "C", "C", "N", "H", "H", "H", "H", "H", "H", "H", "H", "H", "H"], "coordinates": [[-2.1364, -0.8552, 0.0837], [-1.4096, 0.4547, -0.0225], [0.0171, 0.4355, -0.4883], [1.1595, 1.2665, 0.0119], [1.0291, -0.2486, 0.3791], [1.9713, -1.1267, -0.2482], [-3.0928, -0.6373, 0.3474], [-2.0953, -1.2336, -0.8316], [-1.9766, 1.1532, -0.6840], [-1.4811, 0.9994, 0.9967], [0.1174, 0.0104, -1.4549], [0.9836, 2.0016, 0.8434], [1.9352, 1.4485, -0.8185], [0.7505, -0.5345, 1.4640], [2.6794, -1.0407, 0.5698], [1.5487, -2.0932, -0.1480]], "forces_ev_per_angstrom": [[1.4, 1.5, 0.8], [-1.4, 2.2, 1.5], [-0.7, -1.8, 1.2], [0.7, -0.6, -0.2], [-1.1, 1.6, 1.3], [1.1, -1.1, 2.7], [0.1, -0.2, -0.3], [-0.5, -0.7, -0.9], [0.3, -0.4, 0.2], [0.3, -1.1, -1.3], [0.1, 0.2, -1.2], [0.3, -0.7, -1.2], [-1.2, 0.1, 1.8], [0.2, 0.9, -1.8], [-0.5, -1.1, -2.3], [0.9, 1.2, -0.2]]}

=====

Record 7
{"formula": "C4H10N2", "method": "ωB97M-V with the def2-TZVPD basis set", "orbital_gap_ha": 0.325, "total_charge": 0, "max_force_ev_per_a": 0.94, "relative_energy_kcal_mol": 15.1, "spin_multiplicity": 1, "symbols": ["C", "C", "C", "N", "C", "N", "H", "H", "H", "H", "H", "H", "H", "H", "H", "H"], "coordinates": [[0.3601, -0.4151, -2.2396], [0.5409, -1.1227, -0.8999], [0.2017, -0.1933, 0.2278], [1.2274, 0.6961, 0.5578], [-0.9650, -0.1038, 0.8650], [-1.2857, 0.9956, 1.7366], [0.4263, -1.0681, -3.1071], [1.0378, 0.4430, -2.3431], [-0.6190, 0.0814, -2.2667], [1.5674, -1.4660, -0.7475], [-0.1438, -1.9718, -0.7927], [1.7865, 0.9689, -0.2413], [0.8501, 1.5041, 1.0430], [-1.6660, -0.9242, 0.7341], [-0.9932, 0.8163, 2.6921], [-2.2925, 1.0807, 1.7645]], "forces_ev_per_angstrom": [[-0.4, 0.8, 0.0], [-0.6, -0.3, 0.7], [0.5, 0.8, 0.1], [0.0, 0.4, -0.2], [-0.2, -0.7, -0.2], [0.0, -0.5, 0.0], [0.2, 0.0, 0.0], [0.3, -0.4, -0.1], [0.0, -0.4, 0.0], [-0.1, -0.2, -0.2], [0.2, -0.1, -0.4], [0.0, 0.0, 0.2], [0.2, 0.0, 0.0], [-0.2, 0.2, -0.1], [0.1, 0.0, 0.0], [0.0, 0.2, 0.1]]}

=====

Record 8
{"formula": "C4H10N2", "method": "ωB97M-V with the def2-TZVPD basis set", "orbital_gap_ha": 0.328, "total_charge": 0, "max_force_ev_per_a": 4.20, "relative_energy_kcal_mol": 91.4, "spin_multiplicity": 1, "symbols": ["C", "N", "C", "C", "N", "C", "H", "H", "H", "H", "H", "H", "H", "H", "H", "H"], "coordinates": [[0.1378, 1.8331, -0.4059], [-0.0077, 0.4364, -0.5950], [1.1594, -0.3887, -0.8451], [1.0604, -1.0898, 0.5746], [-0.3467, -0.1600, 0.6952], [-1.5953, -0.8263, 0.7515], [0.7359, 2.1904, 0.4191], [0.4507, 2.2433, -1.2938], [-0.9906, 2.1146, -0.2100], [2.0605, 0.0896, -1.1387], [0.9122, -1.1461, -1.6077], [0.7683, -2.1211, 0.8849], [1.8000, -0.6007, 1.1550], [-1.6498, -0.9583, 1.8387], [-2.4687, -0.2600, 0.3391], [-1.7035, -1.8848, 0.2982]], "forces_ev_per_angstrom": [[-3.7, 0.1, 1.5], [-0.2, -1.1, 0.1], [-1.5, -3.0, 0.2], [-3.5, 2.3, -0.5], [3.5, -0.3, -0.7], [-1.0, -2.0, 0.2], [0.4, -0.2, 0.5], [0.7, 1.3, -2.1], [2.3, 0.3, -0.3], [0.9, 0.6, 0.2], [0.2, 0.4, -0.1], [0.9, 0.6, -1.0], [0.4, -0.1, 1.3], [-1.0, -0.2, -0.1], [1.0, 0.0, 0.5], [0.5, 1.3, 0.2]]}